The following is a quantum chemistry calculation of a cluster of 2 separate species, C6H16 in total at a distorted geometry, from the Open Molecules 2025 dataset.

The geometry in XYZ format:
```
22
Properties=species:S:1:pos:R:3:forces:R:3
C 3.1654 0.3244 0.1997 -1.700 -0.198 -1.010
C -2.5496 1.0504 0.7529 0.750 0.695 0.379
C 1.6423 0.2051 -0.1182 -0.010 0.026 -0.131
C -1.7453 -0.0470 0.0570 1.263 0.612 0.051
C 1.2458 -0.1008 -1.5814 1.319 1.147 -0.373
C -1.8169 -1.4312 0.7228 -0.266 0.056 -0.385
H -1.9779 -0.0702 -1.0133 -0.810 -0.440 0.198
H 3.3127 -0.2857 1.0826 0.747 0.578 0.329
H -2.8228 -1.6945 1.0744 0.060 0.068 -0.406
H -1.5008 -2.1002 -0.0628 -0.113 -0.785 -0.046
H -2.0937 2.0498 0.8613 0.134 -0.157 -1.218
H -0.6827 0.2143 -0.0949 -0.553 0.093 0.860
H 1.0259 0.8939 -2.0098 -1.293 -0.702 -0.093
H 3.7221 -0.0754 -0.6353 0.309 -0.395 -0.082
H -3.5209 1.1409 0.2818 -0.304 0.134 0.355
H 0.5524 -0.9380 -1.6865 -0.317 0.668 -0.199
H 3.3909 1.3873 0.2043 0.454 -0.088 0.806
H 2.0844 -0.2907 -2.2608 0.395 -0.717 0.573
H -1.1687 -1.6468 1.5821 0.124 0.700 -0.166
H -2.6000 0.9092 1.8219 -0.688 -0.947 0.420
H 1.1505 1.1504 0.1388 0.201 -0.072 0.088
H 1.1473 -0.5056 0.5420 0.297 -0.275 0.048
```
Positions in Å, forces in eV/Å.

Computed properties:
relative energy (zero: lowest compared OMol25 entry of this formula, charge and spin)	128.5	kJ/mol
E_HOMO	-0.397	hartree
SMILES	CCC.CCC
F_max	1.99	eV Å⁻¹

These are the Löwdin partial charges, in e, on atoms 1 to 6:
1 C -0.09
2 C -0.12
3 C -0.32
4 C -0.32
5 C -0.13
6 C -0.12